Here is C37H35IN2O4PTa as an isolated structure at a distorted geometry from OMol25. Energies are from the ωB97M-V functional and the def2-TZVPD basis.

Computed properties:
E_HOMO ... -14.014 eV
Gap between HOMO and LUMO ... 0.2634 Eh

```
! wB97M-V def2-TZVPD RIJCOSX def2/J DEFGRID3
* xyz 2 1
Ta -0.52569 -0.16557 0.48790
C -2.47079 1.26433 -3.07580
C -3.00489 1.92703 -1.85420
N -4.17789 2.51293 -1.94890
C -4.73739 3.08223 -0.90020
C -4.14189 3.13933 0.35370
C -4.84549 3.80873 1.51390
O -4.80639 3.03813 2.70100
C -2.89039 2.51043 0.50700
C -2.27889 2.51423 1.81520
N -1.40599 1.66903 2.23210
C -1.00929 1.68913 3.57000
C -1.88769 2.03853 4.60580
C -1.46589 2.03383 5.92190
C -0.16959 1.66133 6.24230
C 0.71971 1.30383 5.24090
C 0.28361 1.31813 3.93120
I 1.65521 0.79553 2.37010
C -2.31599 1.87243 -0.62010
O -1.19409 1.18073 -0.48390
H -3.03839 1.61083 -3.93330
H -2.59819 0.18673 -2.99330
H -1.41139 1.46973 -3.21300
H -5.71509 3.50393 -1.07590
H -5.87009 4.04713 1.22040
H -4.34629 4.76213 1.73210
H -5.62939 2.54843 2.79610
H -2.62209 3.29403 2.49380
H -2.91049 2.28733 4.35990
H -2.14869 2.32613 6.70520
H 0.16141 1.63883 7.26720
H 1.73531 1.02453 5.47340
C 4.20781 -1.52997 -2.82110
C 3.83861 -0.09377 -2.60990
C 4.65701 0.89993 -3.14120
C 4.37861 2.24293 -2.96710
C 3.25011 2.63623 -2.26150
C 2.41611 1.67373 -1.73050
C 2.70531 0.31683 -1.89400
P 1.51711 -0.83857 -1.15150
C 2.39361 -2.20077 -0.30180
C 1.85831 -3.48597 -0.43990
C 2.35831 -4.54357 0.29290
C 3.38031 -4.31967 1.20270
C 3.92731 -3.05617 1.32100
C 3.47241 -1.97827 0.56720
C 4.21531 -0.68447 0.68370
C 0.52051 -1.43967 -2.54930
C 0.97131 -1.38007 -3.86830
C 0.13631 -1.75477 -4.90610
C -1.15149 -2.18687 -4.63400
C -1.61289 -2.21597 -3.32930
C -0.79909 -1.82647 -2.26900
C -1.32519 -1.82557 -0.87590
H 4.60461 -1.67257 -3.82540
H 3.36241 -2.20267 -2.68070
H 4.99451 -1.82637 -2.12570
H 5.52841 0.60103 -3.70560
H 5.04011 2.98363 -3.38820
H 3.02831 3.68323 -2.13100
H 1.52341 1.95943 -1.17870
H 1.07261 -3.65907 -1.16340
H 1.95531 -5.53417 0.15750
H 3.75551 -5.13057 1.80550
H 4.74291 -2.88577 2.00410
H 4.58571 -0.54857 1.69750
H 3.62601 0.18733 0.39930
H 5.08731 -0.71167 0.02990
H 1.96301 -1.02167 -4.09280
H 0.49021 -1.70147 -5.92330
H -1.80389 -2.48417 -5.43940
H -2.61939 -2.55017 -3.12350
H -1.08059 -2.77677 -0.39050
H -2.41399 -1.76117 -0.90800
C -2.86469 -2.27287 3.03800
C -2.09719 -1.41087 2.09550
O -2.66999 -0.61677 1.33070
O -0.81889 -1.48007 2.01000
H -3.54029 -1.67227 3.64470
H -2.20959 -2.86637 3.66630
H -3.49489 -2.93147 2.43750
*
```